{
  "formula": "C33H40BiClN5O10Se",
  "method": "ωB97M-V/def2-TZVPD",
  "lumo_ev": [1.950, 2.011],
  "charge": -1,
  "homo_ha": [-0.0716, -0.0605],
  "elements": ["Bi", "Se", "Cl", "O", "O", "O", "O", "O", "O", "O", "O", "O", "O", "N", "N", "N", "N", "N", "C", "C", "C", "C", "C", "C", "C", "C", "C", "C", "C", "C", "C", "C", "C", "C", "C", "C", "C", "C", "C", "C", "C", "C", "C", "C", "C", "C", "C", "C", "C", "C", "C", "H", "H", "H", "H", "H", "H", "H", "H", "H", "H", "H", "H", "H", "H", "H", "H", "H", "H", "H", "H", "H", "H", "H", "H", "H", "H", "H", "H", "H", "H", "H", "H", "H", "H", "H", "H", "H", "H", "H", "H"],
  "xyz": [[2.6287, -17.8518, 4.7045], [2.7555, -21.8895, 3.7842], [0.7934, -16.5594, -1.5887], [4.3510, -17.1344, 1.4767], [-1.4257, -16.7962, 3.9048], [2.4472, -19.0144, 6.5892], [-1.6922, -15.3435, -0.3504], [4.4015, -14.0047, 4.4400], [3.1545, -15.8116, 4.0616], [-2.4077, -15.6561, 1.7515], [2.8577, -19.2789, 8.7728], [0.4674, -17.6768, 4.5668], [0.1213, -17.0222, 7.4391], [1.4788, -17.8263, 2.0347], [1.6637, -17.6977, 0.6538], [0.3057, -22.2231, 5.2457], [2.9277, -16.2475, 6.7467], [-0.0276, -22.1014, 3.0506], [0.1967, -17.3219, 2.2215], [-2.5436, -22.0737, 3.0920], [0.0966, -24.9490, 8.1038], [-3.4655, -22.4403, 5.3297], [-0.1685, -23.3219, 0.8884], [3.9241, -15.0512, 4.7987], [-0.2866, -16.6176, 1.0044], [2.8230, -18.5697, 7.7566], [4.1220, -15.5077, 6.2323], [0.9157, -22.0618, 4.0344], [0.8285, -24.4629, 1.2416], [0.9340, -24.7894, 6.8560], [2.1913, -24.3905, 0.4778], [-1.4965, -15.8130, 0.7787], [2.8032, -18.2995, 0.0141], [4.1082, -18.1722, 0.4514], [3.3323, -17.1171, 7.8577], [-1.2979, -22.1462, 3.6594], [-3.6243, -22.2882, 3.9533], [0.1521, -22.0083, 1.6057], [0.6688, -15.8180, 7.9115], [-0.3271, -17.2684, 3.6009], [0.6990, -16.9168, 0.0623], [3.5861, -20.0588, -1.4757], [-1.0977, -22.2568, 5.0325], [5.1226, -18.9816, 0.0221], [1.0300, -22.2083, 6.5145], [-2.1638, -22.3483, 5.8873], [3.9009, -15.6966, 1.1666], [1.8365, -15.2888, 7.0528], [4.8910, -19.9203, -0.9825], [2.5708, -19.2426, -0.9819], [1.8471, -23.5315, 6.7044], [-0.4519, -21.1796, 1.2252], [-1.2606, -23.5179, 1.0467], [-0.5489, -24.0960, 8.2755], [-4.6341, -22.3465, 3.5335], [1.0619, -24.4438, 2.2912], [2.8818, -23.5851, 0.8144], [2.9621, -16.7565, 8.7935], [0.3883, -25.4268, 1.0712], [2.8651, -15.6399, 1.5781], [5.7244, -20.5404, -1.3656], [0.7252, -25.1342, 9.0236], [3.3809, -20.8150, -2.2356], [0.9741, -15.9898, 8.9382], [1.6225, -25.6505, 6.7931], [2.0414, -24.3085, -0.5723], [2.5521, -23.3675, 7.5172], [1.6049, -19.4628, -1.3925], [3.9471, -15.5048, 0.0736], [5.0149, -16.1991, 6.3062], [1.3943, -14.9364, 6.0963], [-0.0609, -14.9810, 7.9600], [2.7184, -25.3383, 0.7101], [4.5863, -15.0567, 1.7450], [-0.5482, -25.8101, 8.0322], [-2.6478, -21.8953, 2.0142], [2.5239, -23.6871, 5.8480], [4.4145, -17.1492, 7.9387], [2.3124, -14.4389, 7.5322], [5.2902, -17.1515, 1.8313], [1.6950, -21.3504, 6.4781], [6.0881, -18.9295, 0.5226], [-2.0181, -22.5388, 6.9501], [-4.2989, -22.6047, 5.9951], [0.2468, -22.1974, 7.3213], [-0.0852, -23.0796, -0.1624], [4.3192, -14.6259, 6.8509], [0.3695, -24.8908, 5.9313], [-2.1124, -16.1359, 2.5997], [1.1905, -21.7174, 1.4180], [-0.3029, -16.8192, 6.5843]],
  "atomic_forces_ev_per_a": [[0.55, -0.57, -0.50], [-0.72, 0.16, -0.15], [0.06, 0.13, -0.14], [0.09, 0.01, -0.74], [-1.20, 0.75, -0.43], [0.25, 0.66, 0.91], [0.19, -0.40, 1.78], [0.72, 0.76, -0.43], [0.90, 0.98, 0.31], [1.05, -0.48, -0.18], [0.04, 1.21, -1.07], [-1.03, -0.61, -0.42], [-0.29, 0.67, -0.30], [-2.44, 0.17, -1.10], [0.87, 0.42, 0.55], [-0.98, 0.26, -1.11], [1.16, -0.36, -0.48], [-0.84, 0.45, 0.70], [1.32, 1.01, -0.39], [-0.46, -0.32, -0.21], [0.62, 0.01, 0.93], [1.53, 0.36, -0.04], [-0.26, 0.17, 0.42], [-1.24, -0.46, -0.28], [1.15, -1.58, 1.51], [-0.21, -1.69, 0.47], [0.06, -0.87, 0.58], [0.89, -0.41, -0.06], [0.33, 1.08, -0.62], [1.79, -0.14, -0.39], [0.08, -0.34, 1.69], [-1.15, 0.52, -1.84], [-1.84, 0.94, -0.27], [0.23, -0.23, 1.81], [-0.69, -0.46, -0.22], [1.17, 0.10, -0.51], [-0.75, 0.11, -0.23], [0.65, 0.13, 0.08], [0.31, 0.46, -0.12], [1.28, -0.26, 0.06], [-0.20, -0.65, 1.20], [-0.43, 0.41, 0.10], [1.14, 0.18, 0.06], [0.79, -0.06, 0.03], [-0.24, -1.53, 0.42], [-1.12, -0.97, 0.47], [-0.85, 0.76, -0.04], [-0.45, -0.41, -0.60], [0.93, -0.23, -0.07], [0.88, -1.54, -1.15], [-0.67, 0.20, -0.35], [-0.15, -0.10, 0.11], [0.98, -0.45, 0.08], [-0.09, 0.26, 0.21], [0.38, 0.15, 0.13], [-0.02, 0.15, 0.66], [-0.76, -0.30, -0.10], [-0.16, 0.32, 0.69], [-0.35, -0.49, -0.32], [1.05, 0.03, -0.41], [-0.68, 0.39, 0.45], [-0.51, 0.47, -0.93], [-0.11, 0.29, 0.23], [0.16, -0.14, 0.16], [-0.17, 0.14, 0.13], [-0.08, 0.01, -0.96], [-0.27, -0.14, 0.51], [-0.59, 0.43, 0.16], [0.06, -0.36, 0.77], [-0.92, 0.75, -0.31], [0.46, -0.22, 0.34], [0.15, -0.40, -0.11], [-0.14, 0.44, -0.35], [-0.41, -0.33, -0.25], [-0.29, -0.38, -0.17], [-0.17, -0.20, 0.57], [-0.54, 0.14, 0.11], [0.08, -0.13, -0.04], [-0.16, 0.42, 0.32], [-0.14, -0.28, -0.01], [-0.14, 0.21, 0.50], [-0.04, 0.15, -0.39], [-0.03, 0.33, -0.19], [-0.14, 0.02, -0.11], [0.90, 0.59, -0.69], [0.05, -0.09, -0.51], [0.10, -0.04, -0.06], [-0.49, 0.20, 0.02], [0.01, 0.27, -0.16], [-0.05, -0.09, 0.22], [0.23, -0.56, 0.08]]
}

{
  "formula": "C19H26ClDyO4Te",
  "method": "ωB97M-V/def2-TZVPD",
  "lumo_ev": [-0.227, -0.294],
  "charge": 0,
  "multiplicity": 6,
  "homo_ha": [-0.2929, -0.2928],
  "elements": ["Dy", "Te", "Cl", "O", "O", "O", "O", "C", "C", "C", "C", "C", "C", "C", "C", "C", "C", "C", "C", "C", "C", "C", "C", "C", "C", "C", "H", "H", "H", "H", "H", "H", "H", "H", "H", "H", "H", "H", "H", "H", "H", "H", "H", "H", "H", "H", "H", "H", "H", "H", "H", "H"],
  "xyz": [[12.9011, 7.4602, 6.6005], [11.0747, 9.0980, 7.9888], [12.7817, 4.7235, 5.1257], [12.4320, 6.0780, 4.6475], [13.5062, 4.9943, 6.3401], [11.5923, 4.0425, 5.4361], [13.5970, 4.0049, 4.2096], [10.5816, 9.0050, 4.6828], [15.2868, 7.8150, 5.6832], [15.5470, 7.1143, 6.8966], [15.3752, 7.5849, 9.4466], [16.3144, 5.8178, 7.0905], [14.7911, 9.0737, 6.0394], [14.3209, 10.3378, 8.2534], [8.9294, 6.9618, 7.4742], [9.8572, 7.7950, 6.8511], [14.6618, 9.1307, 7.4185], [15.0972, 7.8756, 7.9780], [8.7007, 6.9193, 8.9881], [8.0364, 6.2526, 5.3027], [14.8778, 10.2304, 5.0997], [9.8148, 7.9537, 5.4504], [8.9226, 7.1329, 4.7313], [15.5884, 7.3557, 4.3096], [7.1945, 5.4022, 4.4184], [8.0588, 6.2069, 6.7015], [9.0096, 7.2912, 3.6494], [15.4764, 6.5263, 9.6200], [9.6340, 6.7194, 9.4673], [6.8437, 4.5145, 4.9995], [16.3751, 7.9791, 3.8992], [14.7877, 7.4671, 3.6002], [15.7402, 5.1225, 7.7966], [16.5224, 5.3249, 6.1312], [10.4720, 8.7454, 3.5970], [14.6866, 9.8553, 4.0813], [15.1967, 10.8709, 8.6256], [17.2947, 5.9546, 7.5520], [8.2175, 7.8326, 9.3579], [15.8560, 10.7170, 5.1380], [7.9095, 6.1461, 9.1684], [13.7751, 9.9634, 9.1317], [7.3357, 5.5775, 7.2193], [7.7063, 5.0805, 3.4912], [13.6633, 11.0052, 7.6833], [10.2034, 9.9736, 4.9119], [14.5731, 7.8863, 10.1781], [14.1232, 10.9432, 5.3693], [15.9183, 6.2913, 4.2986], [16.2931, 8.0783, 9.7461], [11.6383, 8.9334, 4.9280], [6.2897, 5.8989, 4.0690]],
  "atomic_forces_ev_per_a": [[0.60, -1.39, -0.70], [-0.26, 0.56, 0.80], [-0.26, -0.65, -0.74], [0.08, 0.64, -0.54], [0.86, 0.54, 1.66], [-0.80, -0.53, -0.07], [-0.23, 0.67, 0.05], [-0.17, -2.11, -0.92], [0.29, -1.17, 0.91], [0.61, -1.19, -0.28], [-1.27, 0.35, 0.15], [-1.06, -0.84, 0.34], [0.66, 0.66, -0.67], [-0.56, -0.57, -0.02], [-0.88, -0.26, 0.60], [0.09, 0.78, -0.55], [0.17, 0.22, 1.85], [-0.20, 1.26, 0.31], [-1.40, -0.49, -1.22], [0.85, 0.30, 0.21], [-0.71, -0.52, -0.41], [-0.86, -0.88, 0.37], [1.22, 1.30, -0.72], [0.90, -0.77, -0.23], [-0.78, -1.21, 0.19], [-0.54, -0.35, -0.34], [-0.48, -0.48, 0.25], [0.27, -0.44, -0.07], [0.36, -0.11, 0.78], [0.32, 0.47, -0.66], [0.50, -0.05, -0.15], [-0.67, -0.11, -0.15], [0.79, 0.72, -1.22], [-0.36, -0.09, 0.35], [0.21, 0.59, 0.90], [0.12, 0.49, 0.21], [0.09, 0.05, -0.19], [-0.08, 0.43, 0.08], [0.60, 0.12, -0.12], [-0.04, -0.15, 0.01], [1.06, 0.31, 0.12], [0.05, 0.43, -0.10], [0.13, 0.01, -0.13], [0.00, 0.06, 0.69], [0.22, 0.06, 0.33], [0.00, 0.88, 0.11], [0.61, 0.08, -0.96], [-0.36, 0.70, -0.16], [-0.25, 0.80, -0.09], [0.21, 0.07, 0.12], [0.42, 0.56, -0.17], [-0.07, 0.27, 0.15]]
}

{
  "formula": "H2N2O2S",
  "method": "ωB97M-V/def2-TZVPD",
  "lumo_ev": -0.466,
  "charge": 0,
  "homo_ha": -0.3223,
  "elements": ["S", "O", "O", "N", "N", "H", "H"],
  "xyz": [[-2.9570, 0.3885, -0.0488], [-3.8321, -0.7336, 0.0203], [0.5433, -0.6867, -0.0322], [-0.3092, 0.3965, 0.1697], [-1.5217, -0.0001, 0.1991], [0.6169, -1.2958, 0.7546], [0.1500, 1.4067, -0.5696]],
  "atomic_forces_ev_per_a": [[0.70, 1.84, -0.40], [-1.36, -1.38, 0.33], [1.50, -1.06, -0.50], [2.27, 3.69, -0.85], [-0.45, -0.42, -0.61], [-0.62, 1.57, -0.59], [-2.02, -4.24, 2.62]]
}

{
  "formula": "C13H23NO3S2Yb",
  "method": "ωB97M-V/def2-TZVPD",
  "lumo_ev": -2.620,
  "charge": 0,
  "homo_ha": -0.2216,
  "elements": ["Yb", "S", "S", "O", "O", "O", "N", "C", "C", "C", "C", "C", "C", "C", "C", "C", "C", "C", "C", "C", "H", "H", "H", "H", "H", "H", "H", "H", "H", "H", "H", "H", "H", "H", "H", "H", "H", "H", "H", "H", "H", "H", "H"],
  "xyz": [[-2.8028, 2.6187, -4.6162], [0.4003, 0.2082, -1.5348], [3.1641, 1.0707, -2.0400], [-4.0219, 1.6794, -2.1063], [-1.9001, -3.1341, 2.6663], [-1.0544, -1.0948, 2.8400], [2.1893, 0.7584, 0.4513], [1.9844, 3.1841, 0.7613], [-2.4585, -1.4744, 1.0508], [-0.2983, -2.0662, -0.1002], [3.9087, -1.1336, 0.4446], [-1.7603, -1.9868, 2.3461], [-3.5332, 0.4679, -0.0834], [2.0546, 0.6970, -0.9366], [-1.8546, -2.1382, -0.1352], [-2.4397, 0.0346, 0.9413], [-2.9619, 1.0937, -1.3354], [0.3099, -1.6196, -1.4497], [2.6614, -0.4970, 1.0660], [2.9153, 1.9444, 0.9102], [3.8294, 2.1511, 0.3521], [2.2649, 3.8098, -0.0822], [-1.4305, 0.3136, 0.6401], [-2.1812, -3.1806, -0.1137], [0.9850, 2.8125, 0.5307], [3.1484, 1.8768, 1.9672], [-2.2163, 1.8568, -1.1064], [-4.1870, 1.2008, 0.3854], [1.8879, 3.7392, 1.6893], [-2.6693, 0.4833, 1.9002], [-0.2816, -1.9479, -2.3008], [1.8867, -1.2580, 1.1407], [4.7832, -0.4913, 0.4933], [-2.5110, 0.3138, -1.9589], [-4.1491, -0.3790, -0.3918], [1.3158, -2.0191, -1.5613], [3.7259, -1.4554, -0.5781], [4.1360, -2.0393, 1.0085], [-2.2499, -1.7309, -1.0677], [0.0161, -1.3395, 0.6381], [0.0709, -3.0680, 0.1076], [-3.5955, 1.9843, -2.9246], [2.9189, -0.2451, 2.0919]],
  "atomic_forces_ev_per_a": [[0.88, 0.72, -1.92], [-0.12, 0.02, -0.41], [0.09, 0.42, -0.15], [-0.10, -0.16, 0.54], [-0.45, -2.08, 0.00], [-0.22, 0.63, -1.20], [0.58, -0.05, 0.11], [-0.21, -0.74, -0.35], [5.13, 2.68, 0.12], [0.09, -0.13, -0.83], [-0.35, -0.25, 0.16], [-0.84, -0.17, 1.69], [0.34, 0.45, -0.20], [-0.48, -0.76, -0.06], [-1.86, -0.76, -0.42], [-2.82, -0.59, -0.37], [-0.22, -0.17, -0.39], [-0.04, 0.35, 0.83], [0.58, -0.34, 0.29], [-0.58, 1.41, -0.06], [0.18, -0.37, 0.09], [0.16, 0.26, 0.18], [0.04, 0.01, -0.14], [0.28, -0.18, 0.04], [-0.09, 0.03, 0.07], [0.08, -0.57, 0.04], [0.15, -0.08, 0.13], [-0.11, -0.06, 0.06], [0.26, 0.26, -0.06], [0.32, 0.02, 0.17], [0.00, 0.03, -0.09], [-0.22, 0.21, -0.19], [0.02, 0.15, -0.17], [0.37, 0.07, 0.12], [-0.16, 0.00, 0.11], [0.05, -0.01, -0.05], [0.15, 0.11, -0.16], [0.03, 0.00, 0.10], [0.13, 0.31, 0.02], [0.08, -0.30, 0.32], [0.02, 0.06, 0.45], [-0.88, -0.51, 1.48], [-0.23, 0.09, 0.12]]
}

{
  "formula": "C5H7NOS",
  "method": "ωB97M-V/def2-TZVPD",
  "lumo_ev": 0.409,
  "charge": 0,
  "homo_ha": -0.3170,
  "smiles": "CN1S[C@H]2C[C@@H]2C1=O",
  "elements": ["S", "O", "N", "C", "C", "C", "C", "C", "H", "H", "H", "H", "H", "H", "H"],
  "xyz": [[1.2220, 0.8434, 1.0910], [-0.8203, -0.9460, -1.6381], [0.9147, 0.1998, -0.6249], [-0.4322, 0.1007, 1.5859], [1.8861, -0.4102, -1.4465], [-1.1318, 0.5197, 0.2511], [-1.8659, 0.3226, 1.4943], [-0.4251, -0.1773, -0.8229], [-0.0848, -0.8841, 1.7682], [2.6879, -0.8340, -0.7542], [-2.5311, -0.5287, 1.5074], [1.2949, -1.3051, -2.0251], [2.3373, 0.1891, -2.3308], [-2.2538, 1.3144, 1.8354], [-0.7979, 1.5959, 0.1093]],
  "atomic_forces_ev_per_a": [[-1.29, -0.40, -0.89], [-0.44, -0.89, -1.51], [-0.86, 0.79, 0.76], [3.21, 0.20, -0.75], [1.04, -2.51, -1.86], [0.88, 1.75, 0.01], [-2.08, 2.73, -0.07], [0.80, 0.24, 1.59], [-0.54, -1.19, -0.35], [-0.73, 0.40, -1.32], [0.20, -0.19, 0.78], [1.58, 1.88, 1.56], [-0.64, -0.46, 1.81], [-0.16, -1.27, -0.02], [-0.98, -1.09, 0.26]]
}

{
  "formula": "C6H10O",
  "method": "ωB97M-V/def2-TZVPD",
  "lumo_ev": 0.956,
  "charge": 0,
  "homo_ha": -0.3727,
  "smiles": "C#C[C@](C)(O)CC",
  "elements": ["O", "C", "C", "C", "C", "C", "C", "H", "H", "H", "H", "H", "H", "H", "H", "H", "H"],
  "xyz": [[-0.5757, 1.3277, 0.8663], [-0.7205, -0.9041, 0.0992], [2.5620, 0.3766, -0.2050], [-0.6135, 1.0198, -1.5347], [-0.3141, -1.4729, 1.4543], [1.3572, 0.4142, -0.1892], [-0.1238, 0.4816, -0.1860], [-0.6184, -0.7964, 2.2577], [3.6289, 0.3334, -0.2118], [0.7717, -1.6049, 1.5133], [-0.1994, 2.0164, -1.7243], [-1.8113, -0.7971, 0.0460], [-0.7853, -2.4469, 1.6216], [-0.3083, 0.3636, -2.3564], [-0.4175, -1.5801, -0.7100], [-0.1271, 2.1770, 0.7749], [-1.7049, 1.0922, -1.5157]],
  "atomic_forces_ev_per_a": [[0.07, 0.19, 0.03], [-0.04, -0.05, -0.05], [-0.55, 0.01, 0.01], [0.01, 0.01, -0.08], [0.03, 0.00, 0.04], [0.59, -0.01, -0.01], [0.03, -0.19, -0.17], [0.04, -0.12, -0.10], [-0.18, 0.02, 0.00], [-0.16, 0.01, -0.01], [-0.04, -0.15, 0.04], [0.15, 0.01, 0.00], [0.06, 0.14, -0.03], [-0.04, 0.08, 0.14], [-0.04, 0.12, 0.11], [-0.06, -0.05, 0.06], [0.13, -0.03, 0.01]]
}